Entry 1:
Computed, not measured: one molecule with the formula C11H17NOSi at a distorted geometry, with ωB97M-V/def2-TZVPD.

Each line ends with the Löwdin charge.
Atoms and positions in Å:
C1 0.637 -3.660 1.297  -0.130
C2 -0.792 -3.531 1.652  -0.041
C3 1.525 -2.669 1.340  -0.054
C4 -1.152 -2.239 2.014  -0.057
C5 1.061 -1.135 1.497  -0.161
C6 -0.322 -1.072 2.071  -0.280
C7 0.627 -0.776 -0.822  -0.526
C8 -1.526 2.845 -2.333  -0.251
C9 0.826 2.847 -0.267  -0.234
C10 -0.861 0.038 2.605  0.092
C11 -0.239 0.134 -1.343  -0.160
N1 0.732 -2.024 -1.334  0.133
O1 1.449 -0.409 0.199  -0.035
Si1 -0.632 1.866 -0.870  0.549
H1 0.808 -4.752 1.133  0.115
H2 -1.394 -4.334 1.783  0.059
H3 2.595 -2.765 0.983  0.128
H4 -2.132 -2.200 2.568  0.126
H5 1.818 -0.699 2.184  0.150
H6 -1.040 3.908 -2.733  0.077
H7 -1.821 2.367 -3.241  -0.027
H8 -2.519 3.098 -1.911  -0.010
H9 1.733 2.766 -0.868  0.030
H10 0.735 3.949 -0.111  0.037
H11 1.094 2.501 0.741  0.009
H12 -1.807 0.152 3.186  0.091
H13 -0.092 0.841 2.841  0.097
H14 -0.808 -0.281 -2.189  0.059
H15 0.227 -2.151 -2.241  0.132
H16 1.373 -2.747 -0.988  0.096
H17 -1.872 1.925 0.033  -0.012

2S+1 ... 1
HOMO level ... -7.71 eV
F_max ... 0.1353 hartree/bohr
Structure (SMILES) ... C=C1C=CC=C[C@H]1O/C(N)=C\[SiH](C)C



Entry 2:
Computed, not measured: C19H44N4O2P2PdSi as an isolated structure at a distorted geometry, with ωB97M-V/def2-TZVPD.

Each line ends with the Löwdin charge.
Atoms and positions in Å:
Pd1 -0.187 0.334 -0.830  0.730
Si1 2.224 0.478 -1.390  0.500
P1 -0.751 0.803 -3.212  0.760
N1 -0.197 -1.426 -1.145  -0.075
H1 -0.410 3.381 1.253  0.111
C1 -2.525 1.114 -3.676  -0.278
H2 -2.654 1.254 -4.764  0.039
H3 -2.881 2.014 -3.147  0.035
H4 -3.133 0.255 -3.344  0.035
C2 0.090 2.261 -3.981  -0.266
H5 -0.245 2.429 -5.020  0.044
H6 1.179 2.086 -3.967  0.026
H7 -0.125 3.156 -3.374  0.030
C3 -0.294 -0.585 -4.337  -0.284
H8 -0.439 -0.316 -5.397  0.045
H9 -0.913 -1.462 -4.085  0.036
H10 0.761 -0.845 -4.154  0.017
C4 2.906 2.267 -1.217  -0.325
H11 2.664 2.688 -0.225  0.002
H12 2.459 2.937 -1.973  -0.004
H13 4.005 2.291 -1.340  0.009
H14 3.156 -0.371 -0.547  -0.085
H15 2.610 0.055 -2.793  -0.106
C5 -0.186 -2.779 -1.333  -0.388
C6 -1.294 -4.957 -1.258  -0.094
C7 -1.331 -3.573 -1.060  -0.041
C8 0.990 -3.419 -1.810  -0.041
C9 1.012 -4.802 -2.001  -0.085
C10 -0.127 -5.581 -1.728  -0.095
H16 -2.186 -5.557 -1.043  0.102
H17 -2.235 -3.077 -0.694  0.107
H18 1.868 -2.800 -2.016  0.105
H19 1.926 -5.282 -2.368  0.105
H20 -0.103 -6.664 -1.881  0.101
C11 -0.951 3.358 0.279  -0.559
O1 -0.682 2.132 -0.346  -0.457
C12 -2.454 3.478 0.564  -0.069
H21 -2.794 4.512 0.375  0.070
H22 -2.681 3.222 1.614  0.066
H23 -3.022 2.799 -0.095  0.075
C13 -0.427 4.505 -0.593  -0.067
H24 -1.207 4.857 -1.290  0.074
H25 0.445 4.167 -1.180  0.055
H26 -0.106 5.350 0.037  0.075
C14 -1.788 -1.974 2.904  -0.148
N2 -1.397 -1.021 1.855  -0.280
C15 -2.363 0.079 1.802  -0.150
P2 0.285 -0.378 2.143  0.890
O2 0.851 0.114 0.773  -0.596
N3 0.259 1.092 3.231  -0.275
C16 1.461 1.923 3.070  -0.136
C17 0.028 0.753 4.638  -0.140
N4 1.369 -1.731 2.713  -0.293
C18 2.708 -1.248 3.069  -0.146
C19 1.486 -2.738 1.649  -0.146
H27 -2.804 -2.373 2.695  0.092
H28 -1.797 -1.510 3.908  0.067
H29 -1.103 -2.842 2.923  0.071
H30 -2.374 0.658 2.752  0.081
H31 -2.119 0.747 0.966  0.035
H32 -3.385 -0.311 1.612  0.098
H33 1.335 2.879 3.621  0.096
H34 2.373 1.429 3.450  0.068
H35 1.612 2.186 2.003  0.071
H36 0.030 1.676 5.258  0.094
H37 -0.971 0.303 4.765  0.063
H38 0.801 0.061 5.027  0.075
H39 3.378 -2.104 3.301  0.095
H40 3.157 -0.652 2.244  0.086
H41 2.664 -0.656 3.999  0.062
H42 2.066 -3.613 2.013  0.097
H43 0.488 -3.114 1.352  0.067
H44 1.993 -2.318 0.754  0.069

2S+1 ... 5
HOMO level (alpha / beta) ... -5.04 / -7.48 eV
F_max ... 0.1513 hartree/bohr



Entry 3:
Computed, not measured: C29H44IN3OS2SiV as an isolated structure, with ωB97M-V/def2-TZVPD.

Each line ends with the Löwdin charge.
Atoms and positions in Å:
V1 0.317 0.481 -0.489  0.780
C1 4.541 -5.090 -0.776  -0.172
Si1 3.164 -4.034 -1.439  0.518
C2 1.511 -4.887 -1.253  -0.171
C3 3.485 -3.503 -3.194  -0.165
C4 3.101 -2.459 -0.348  -0.200
C5 3.990 -2.233 0.703  -0.019
C6 3.923 -1.097 1.513  -0.017
C7 2.937 -0.172 1.274  -0.085
N1 2.074 -0.355 0.262  -0.090
C8 2.159 -1.451 -0.521  -0.635
S1 0.862 -1.354 -1.724  0.778
H1 4.551 -6.041 -1.313  0.048
H2 4.421 -5.323 0.284  0.043
H3 5.518 -4.626 -0.923  0.046
H4 1.527 -5.841 -1.785  0.046
H5 0.694 -4.297 -1.673  -0.002
H6 1.289 -5.102 -0.205  0.041
H7 3.561 -4.381 -3.838  0.047
H8 4.428 -2.957 -3.269  0.044
H9 2.692 -2.871 -3.595  0.014
H10 4.763 -2.965 0.904  0.113
H11 4.626 -0.943 2.319  0.123
H12 2.817 0.726 1.866  0.127
C9 -4.140 1.757 -1.772  -0.100
C10 -3.743 1.781 -0.306  -0.353
S2 -2.701 0.421 0.235  1.061
O1 -1.564 0.411 -0.837  -0.609
C11 -3.741 -0.997 -0.061  -0.226
C12 -2.549 -2.801 -1.348  -0.021
H13 -4.596 2.713 -2.029  0.095
H14 -4.872 0.980 -1.985  0.079
H15 -3.273 1.612 -2.415  0.073
H16 -4.598 1.758 0.375  0.110
H17 -3.151 2.663 -0.050  0.093
H18 -4.276 -0.921 -1.006  0.111
H19 -4.456 -0.907 0.763  0.119
H20 -3.439 -2.988 -1.949  0.103
H21 -1.989 -3.734 -1.284  0.097
H22 -1.943 -2.052 -1.856  0.050
C13 0.321 5.914 2.641  -0.017
C14 0.188 4.464 2.274  -0.219
C15 -0.178 3.513 3.218  0.039
C16 -0.285 2.162 2.891  -0.232
C17 -0.721 1.150 3.914  -0.020
C18 -0.015 1.771 1.588  -0.067
C19 0.387 2.713 0.599  -0.232
C20 0.462 4.052 0.972  0.040
N2 0.710 2.233 -0.682  -0.020
C21 0.998 3.029 -1.902  -0.574
C22 1.133 2.005 -3.029  -0.046
C23 -0.179 3.956 -2.220  -0.001
C24 2.327 3.773 -1.742  -0.001
H23 -0.070 6.108 3.637  0.089
H24 -0.213 6.546 1.931  0.095
H25 1.370 6.216 2.624  0.101
H26 -0.377 3.824 4.237  0.137
H27 -0.426 1.456 4.916  0.098
H28 -0.288 0.168 3.720  0.068
H29 -1.808 1.042 3.909  0.089
H30 -0.131 0.673 1.499  0.084
H31 0.774 4.792 0.253  0.106
H32 0.222 1.405 -3.131  0.078
H33 1.986 1.343 -2.867  0.085
H34 1.284 2.520 -3.976  0.109
H35 -1.092 3.374 -2.365  0.087
H36 0.036 4.478 -3.152  0.108
H37 -0.362 4.704 -1.455  0.078
H38 3.104 3.096 -1.385  0.099
H39 2.267 4.624 -1.068  0.079
H40 2.629 4.147 -2.720  0.106
I1 -3.376 -2.196 4.851  0.934
C25 -3.046 -2.494 2.822  -0.744
C26 -3.961 -3.321 2.046  -0.128
C27 -3.876 -3.334 0.718  -0.020
C28 -2.957 -2.337 0.043  -0.524
N3 -1.748 -2.110 0.857  0.012
C29 -1.917 -2.064 2.246  -0.222
H41 -4.631 -3.984 2.577  0.109
H42 -4.442 -4.027 0.109  0.128
H43 -0.938 -2.625 0.529  0.123
H44 -1.083 -1.680 2.821  0.090

2S+1 ... 2
Net charge ... +2
HOMO level (alpha / beta) ... -12.97 / -12.97 eV
F_max ... 0.0175 hartree/bohr



Entry 4:
Computed, not measured: one molecule with the formula C2H4N4O at a distorted geometry, with ωB97M-V/def2-TZVPD.

Each line ends with the Löwdin charge.
Atoms and positions in Å:
C1 0.679 -0.318 -0.798  -0.530
C2 0.880 -0.408 0.689  -0.188
H1 1.382 -0.460 -2.673  0.184
H2 2.539 -1.185 -1.352  0.090
H3 1.216 -1.474 0.958  0.149
H4 1.633 0.345 0.826  0.113
N1 1.617 -0.900 -1.656  0.121
N2 -0.354 -0.285 1.358  0.020
N3 -1.085 0.654 0.945  -0.191
N4 -2.063 1.347 1.150  0.195
O1 -0.365 0.178 -1.209  0.037

2S+1 ... 1
HOMO level ... -9.25 eV
F_max ... 0.1736 hartree/bohr



Entry 5:
Computed, not measured: a 2-piece molecular cluster, C6H14O overall at a distorted geometry, with ωB97M-V/def2-TZVPD.

Each line ends with the Löwdin charge.
Atoms and positions in Å:
C1 2.021 -1.238 -1.146  -0.080
C2 1.125 -0.381 -0.238  -0.456
C3 1.089 -0.673 1.271  -0.102
C4 -0.346 -0.353 -0.638  -0.178
C5 -0.978 0.939 -0.083  -0.120
C6 -2.495 1.005 -0.185  -0.074
O1 -0.298 1.578 1.615  -0.186
H1 3.036 -1.288 -0.736  0.073
H2 2.105 -0.801 -2.154  0.074
H3 1.658 -2.267 -1.262  0.075
H4 1.483 0.652 -0.349  0.129
H5 2.099 -0.731 1.698  0.067
H6 0.591 -1.646 1.456  0.075
H7 0.476 0.242 1.744  0.061
H8 -0.858 -1.260 -0.278  0.122
H9 -0.469 -0.397 -1.744  0.136
H10 -0.460 1.807 -0.442  0.108
H11 -2.968 0.373 0.571  0.084
H12 -2.877 0.630 -1.156  0.093
H13 -2.859 2.029 -0.083  0.075
H14 -1.075 1.782 2.139  0.025

2S+1 ... 1
HOMO level ... -9.20 eV
F_max ... 0.0670 hartree/bohr